# 1
Here is a structure of composition C11H21InNO5P2S at a distorted geometry from the Open Molecules 2025 dataset. Energies are from wB97M-V/def2-TZVPD.

Element x y z (Å)
O  1.06227  -4.52542  1.98879
P  2.35398  -3.88004  1.55520
In  2.26310  -1.34765  1.27718
C  0.32774  -0.66433  0.38376
C  -0.78958  -1.43974  0.63607
C  -1.99695  -1.01955  0.12355
C  -1.96368  0.14364  -0.59416
C  -0.81829  0.84464  -0.83321
N  0.36095  0.45175  -0.34424
P  2.23353  -0.34002  3.64828
O  3.56466  -0.65320  4.55458
O  2.08710  1.31636  3.45650
S  0.60506  -0.96609  4.51938
H  2.89881  -4.49598  0.38433
H  3.30897  -4.14536  2.58753
H  3.59802  -0.75347  0.30075
H  -0.71332  -2.34369  1.22700
H  -2.91883  -1.55733  0.30127
H  -2.89310  0.52201  -1.02043
H  -0.88334  1.74405  -1.43735
H  4.24296  0.02429  4.43686
H  1.56448  1.38972  2.64566
C  -6.02425  -0.41221  -3.69060
C  -5.90161  -0.19375  -2.20115
O  -5.11811  0.60201  -1.74304
C  -6.80157  -1.01606  -1.31001
H  -5.32325  0.23848  -4.20884
H  -5.79099  -1.44941  -3.93611
H  -7.03732  -0.17591  -4.02087
H  -6.60117  -2.07875  -1.45533
H  -7.84775  -0.80543  -1.53891
H  -6.60954  -0.76048  -0.27021
C  5.71383  3.21927  -0.92835
C  4.62636  2.18217  -0.73368
O  4.77139  1.04557  -1.10814
C  3.35930  2.64235  -0.05278
H  6.56516  2.75991  -1.42754
H  5.34190  4.03901  -1.54568
H  6.03821  3.60706  0.03901
H  2.89423  3.43516  -0.64263
H  3.58719  3.00839  0.95096
H  2.66350  1.80806  0.02661

- net charge = -1
- E_HOMO (hartree) = -0.1661
- 2S+1 = 1
- LUMO (eV) = 2.23

***

# 2
Here is a structure of composition C11H21IrN5S2 at a distorted geometry from the Open Molecules 2025 dataset. Energies are from wB97M-V/def2-TZVPD.

Element x y z (Å)
Ir  0.77549  0.12733  0.51584
C  4.41399  1.07556  1.02896
C  3.27837  0.25368  1.48961
C  3.00739  -1.00412  0.89392
C  2.02831  -1.85395  1.43250
C  1.29267  -1.46217  2.57409
C  1.56236  -0.22473  3.17623
C  2.51592  0.63092  2.62448
H  5.32784  0.68998  1.49562
H  4.34237  2.11628  1.33088
H  4.58956  1.00205  -0.04194
H  3.65424  -1.36749  0.10355
H  1.93585  -2.86813  1.06438
H  0.60595  -2.15672  3.04107
H  1.07716  0.03703  4.10655
H  2.76438  1.55080  3.13774
N  0.17119  2.49522  0.68538
N  -1.10976  2.72901  1.23305
C  -2.01914  1.76412  1.42568
N  -3.22870  2.06554  1.84293
S  -1.64556  0.10613  1.14144
H  0.87534  2.96075  1.26716
H  0.22353  2.92826  -0.24514
H  -1.35179  3.69236  1.46740
H  -3.53928  3.01365  2.01995
H  -3.90367  1.33199  2.02575
C  -2.23636  -3.11565  -2.77489
N  -1.22517  -2.26050  -2.18712
C  -0.92648  -1.00569  -2.44190
S  0.65486  -0.43603  -1.87317
N  -1.63861  -0.11258  -3.10177
C  -3.00459  -0.16214  -3.58357
H  -1.78867  -4.09273  -2.96025
H  -2.59912  -2.72370  -3.71943
H  -3.07295  -3.24677  -2.08391
H  -0.59456  -2.75343  -1.56439
H  -1.13486  0.71839  -3.39921
H  -3.02824  -0.38620  -4.65366
H  -3.43892  0.82884  -3.45056
H  -3.61033  -0.88519  -3.04328

- net charge = +3
- E_HOMO (spin up / spin down) (hartree) = -0.6788 / -0.6788
- 2S+1 = 1
- LUMO (spin up / spin down) (eV) = -12.03 / -12.03

***

# 3
Here is the ion C11H21N2 with charge +1 at a distorted geometry from the Open Molecules 2025 dataset. Energies are from wB97M-V/def2-TZVPD.

Element x y z (Å)
C  -1.64156  -0.65498  -2.98968
C  -0.70978  -2.23571  -0.57736
C  -1.83566  -0.36167  -1.71153
C  -1.08098  -0.95117  -0.59326
C  -0.76397  -0.02925  0.52886
C  0.80793  0.77388  0.26955
C  -2.72943  -0.26350  2.02004
C  2.67925  0.01976  1.81071
C  1.70023  1.28339  -2.02153
C  -1.20429  -0.35434  1.92562
C  1.78288  1.16298  1.33673
N  -0.48713  1.35813  0.22361
N  1.42754  0.25872  -0.99088
H  -2.24286  -0.21225  -3.76392
H  -0.88828  -1.35609  -3.31491
H  -0.17114  -2.66146  0.25127
H  -0.98663  -2.90439  -1.37346
H  -2.59492  0.35460  -1.42640
H  -3.06496  0.72721  1.72415
H  -3.04544  -0.44208  3.04324
H  -3.20181  -1.00252  1.37680
H  3.33772  -0.35350  1.02703
H  2.08372  -0.80490  2.19199
H  3.31236  0.38041  2.61559
H  2.42632  2.00171  -1.64838
H  2.09042  0.81697  -2.92303
H  0.78090  1.80904  -2.26923
H  -0.88165  -1.35949  2.20062
H  -0.75787  0.36149  2.61318
H  2.40082  1.99169  0.97719
H  1.20682  1.54399  2.17911
H  -0.84531  1.77600  -0.62558
H  2.30445  -0.19930  -0.71279
H  0.79233  -0.47338  -1.37335

- net charge = +1
- relative energy (zero: lowest compared OMol25 entry of this formula, charge and spin) (kJ/mol) = 151.1
- E_HOMO (hartree) = -0.4595
- SMILES = C=CC(=C)[C@]1(CC)N[C@]1(CC)[NH2+]C
- 2S+1 = 1
- LUMO (eV) = -3.05

***

# 4
Here is a cluster of 2 separate species, C11H21N2O in total at a distorted geometry from the Open Molecules 2025 dataset. Energies are from wB97M-V/def2-TZVPD.

Element x y z (Å)
C  -3.29524  1.78814  -0.17845
C  -4.19296  0.81277  -0.60584
C  -2.05674  1.35413  -0.07305
C  -3.61547  -0.31690  -1.00753
C  -1.93562  -0.05396  -0.50542
C  -0.20926  -0.31758  -0.91092
C  0.34478  -2.02557  1.74030
C  2.54411  1.00620  -1.21260
C  -0.71979  -0.04154  -3.18887
C  0.53635  -0.50343  1.42294
C  2.24062  -0.26003  -0.37234
N  0.75617  -0.39626  -0.02960
N  2.98934  -0.12161  3.27085
O  0.20760  -0.18309  -2.11515
H  -3.63429  2.68854  0.17298
H  -5.27825  0.92135  -0.56910
H  -1.37285  2.00824  0.48788
H  -3.88283  -1.17832  -1.66649
H  -2.09169  -0.69369  0.26342
H  0.41529  -2.06294  2.85863
H  -0.60218  -2.46597  1.43056
H  1.31466  -2.35368  1.42836
H  2.23201  0.81230  -2.27930
H  2.13886  1.93621  -0.79889
H  3.61935  1.28146  -1.11638
H  -1.35735  -0.91542  -3.30480
H  -0.11936  0.09273  -4.06129
H  -1.34345  0.86213  -3.09857
H  -0.30249  0.18291  1.77793
H  1.47665  -0.07212  1.80161
H  2.50969  -1.26933  -1.00961
H  2.87741  -0.14584  0.55616
H  2.46589  0.37225  4.09375
H  3.86370  0.26971  3.11042
H  3.47736  -1.01180  3.68839

- net charge = +1
- relative energy (zero: lowest compared OMol25 entry of this formula, charge and spin) (kJ/mol) = 533.5
- E_HOMO (hartree) = -0.4488
- 2S+1 = 1
- LUMO (eV) = -2.75

***

# 5
Here is a structure of composition C11H21N4ORuS4Si from the Open Molecules 2025 dataset. Energies are from wB97M-V/def2-TZVPD.

Element x y z (Å)
Ru  0.14676  0.54472  0.23549
C  3.78863  1.13483  0.74318
C  2.96590  2.17017  0.04842
C  3.45414  3.39126  -0.37416
C  2.58790  4.29850  -0.98828
C  1.25049  4.00891  -1.17815
C  0.81294  2.76223  -0.74350
N  1.67671  1.88532  -0.17430
N  -0.42172  2.16490  -0.72733
Si  -1.72417  2.41748  -1.91110
C  -0.95895  2.41180  -3.60865
C  -2.86953  0.96755  -1.69127
C  -2.55562  4.04773  -1.58079
H  3.49174  1.07263  1.79275
H  4.84712  1.37670  0.69722
H  3.61728  0.15591  0.29459
H  4.49579  3.63654  -0.22854
H  2.97488  5.25490  -1.31579
H  0.56955  4.71649  -1.62789
H  -0.45772  1.46549  -3.82317
H  -0.23070  3.21468  -3.73668
H  -1.73620  2.54980  -4.36391
H  -2.30445  0.03379  -1.74614
H  -3.62504  0.94308  -2.47852
H  -3.38593  1.00869  -0.72927
H  -1.87912  4.88707  -1.75508
H  -2.90982  4.11587  -0.55116
H  -3.41538  4.17793  -2.24157
S  -0.26668  0.84557  2.79912
S  -0.75829  3.02972  2.74108
S  -2.59258  3.14420  2.26708
S  -1.68813  0.05996  1.59914
C  2.70637  -4.33515  1.30416
N  2.35562  -3.11954  0.58959
C  1.30896  -2.34399  0.87695
N  0.54902  -2.62750  1.94119
O  1.04914  -1.35094  0.13863
H  3.58719  -4.76724  0.84012
H  1.90179  -5.07114  1.25857
H  2.94897  -4.11834  2.34540
H  2.84663  -2.87476  -0.25390
H  0.69454  -3.44995  2.49807
H  -0.26021  -2.04705  2.10798

- net charge = +1
- relative energy (zero: lowest compared OMol25 entry of this formula, charge and spin) (kJ/mol) = 12.7
- E_HOMO (spin up / spin down) (hartree) = -0.4013 / -0.4174
- 2S+1 = 5
- LUMO (spin up / spin down) (eV) = -3.14 / -4.55

***

# 6
Here is the molecule C11H21N5O5 at a distorted geometry from the Open Molecules 2025 dataset. Energies are from wB97M-V/def2-TZVPD.

Element x y z (Å)
C  0.06860  -1.54268  -0.85877
C  -1.49497  -1.45595  -0.99724
C  0.87348  -1.45146  -2.20601
C  2.45022  -1.64208  -2.25151
C  3.18728  -0.37320  -1.78235
C  -2.00261  0.00561  0.98169
C  -2.15057  -0.73300  2.25920
C  -2.57059  1.43064  1.02524
C  -2.13482  2.41310  -0.08237
C  -0.70883  2.82522  0.09902
C  1.46809  1.95941  0.62199
H  0.06699  -3.52769  -0.68445
H  -0.15048  -2.83483  0.84501
H  0.47258  -0.60225  -0.39941
H  0.60756  -2.45373  -2.63047
H  0.63534  -0.71405  -3.00005
H  2.83971  -1.83393  -3.28563
H  2.65191  -2.49390  -1.52506
H  3.75965  0.35741  -0.14150
H  -3.21146  -1.09759  -0.22009
H  -0.93207  0.12429  1.10946
H  -2.38845  2.01093  1.91515
H  -3.71296  1.31146  1.01521
H  -2.71071  3.36260  -0.03625
H  -2.25788  1.95235  -1.07019
H  -0.47746  3.76420  -0.56610
H  -0.40880  3.13473  1.08198
H  0.55919  1.59121  -1.18360
H  2.52291  1.95630  -0.83927
H  1.89002  1.88732  2.58776
H  0.21959  1.69115  2.32075
H  -2.07904  -0.41860  4.16409
N  0.37902  -2.70900  -0.03721
N  -2.28715  -0.83177  -0.07899
N  0.29445  1.84776  -0.21912
N  2.66346  1.95809  0.17964
N  1.11073  1.93299  1.93906
O  -2.09539  -2.16611  -1.75686
O  2.91890  0.61616  -2.38235
O  3.93838  -0.49288  -0.64167
O  -2.24623  -1.94523  2.37254
O  -1.88208  0.09211  3.30904

- net charge = 0
- relative energy (zero: lowest compared OMol25 entry of this formula, charge and spin) (kJ/mol) = 263.9
- E_HOMO (hartree) = -0.3434
- SMILES = [H]/N=C(/N)NCCC[C@H](NC(=O)[C@@H](N)CCC(=O)O)C(=O)O
- 2S+1 = 1
- LUMO (eV) = 0.21